# 1
C29H31BF2I2N3O6STi as an isolated structure in a non-equilibrium geometry. Source: OMol25; level of theory: ωB97M-V/def2-TZVPD.

The geometry in ORCA input format:
```
! RIJCOSX wB97M-V def2-TZVPD def2/J DEFGRID3
* xyz -1 3
Ti 0.252 -0.199 -0.386
C 2.977 1.186 3.096
C 1.732 0.714 3.842
C 1.691 1.320 5.250
C 0.447 1.017 3.098
C 0.326 2.099 2.234
C -0.893 2.390 1.627
C -2.027 1.625 1.872
C -3.346 1.972 1.238
C -1.896 0.523 2.716
C -0.683 0.229 3.317
H 3.872 0.732 3.528
H 3.089 2.273 3.163
H 2.938 0.938 2.035
H 1.788 -0.376 3.960
H 2.622 1.122 5.794
H 0.858 0.920 5.835
H 1.560 2.405 5.181
H 1.186 2.723 2.024
H -0.964 3.240 0.959
H -3.330 1.728 0.173
H -3.557 3.040 1.343
H -4.161 1.403 1.687
H -2.759 -0.111 2.887
H -0.606 -0.635 3.976
O -3.086 -0.974 0.216
C -2.524 -1.702 -0.602
N -1.030 -1.849 -0.549
S -0.544 -2.928 -1.646
O 0.245 -2.162 -2.731
O 0.298 -3.983 -1.116
C -2.030 -3.347 -2.259
C -2.334 -4.184 -3.351
C -3.623 -4.225 -3.796
C -4.638 -3.402 -3.173
C -4.355 -2.587 -2.124
C -3.026 -2.521 -1.616
H -1.567 -4.790 -3.820
H -3.884 -4.861 -4.632
H -5.647 -3.425 -3.570
H -5.116 -1.953 -1.681
F 1.447 -0.216 -3.277
B 1.133 -1.023 -2.231
F 2.319 -1.592 -1.665
I -1.373 1.250 -1.990
I -3.574 3.289 -3.129
O 3.232 2.452 -0.076
C 2.562 1.851 -0.870
O 1.462 1.165 -0.544
H 2.771 1.820 -1.934
C 2.393 -5.284 2.668
N 1.727 -3.989 2.899
N 2.167 -2.965 2.074
C 1.113 -2.272 1.625
O 1.230 -1.219 0.944
C -0.073 -2.898 2.135
C 0.353 -3.945 2.856
C -0.443 -4.965 3.594
C 3.538 -2.516 2.122
C 4.087 -1.927 0.998
C 5.401 -1.476 1.065
C 6.147 -1.633 2.226
C 5.576 -2.237 3.338
C 4.258 -2.677 3.293
H 3.465 -5.124 2.602
H 2.037 -5.743 1.744
H 2.189 -5.932 3.517
H -1.079 -2.565 1.937
H -1.492 -4.680 3.583
H -0.106 -5.041 4.629
H -0.354 -5.951 3.133
H 3.508 -1.825 0.088
H 5.834 -1.000 0.194
H 7.170 -1.280 2.266
H 6.144 -2.351 4.254
H 3.790 -3.121 4.164
*
```

E_HOMO (spin up / spin down) ... -0.0995 / -0.2005 Ha
Orbital gap (spin up / spin down) ... 4.62 / 6.01 eV
Energy ... -103601.930 eV
Relative energy (zero: lowest compared OMol25 entry of this formula, charge and spin) ... 58.11 kcal per mole

***

# 2
A 2-piece molecular cluster, C2H8NS overall in a non-equilibrium geometry. Source: OMol25; level of theory: ωB97M-V/def2-TZVPD.

The geometry in ORCA input format:
```
! RIJCOSX wB97M-V def2-TZVPD def2/J DEFGRID3
* xyz -1 1
S 3.505 0.590 0.007
H 3.634 0.175 -1.254
C -1.812 0.310 0.272
C -0.370 0.101 0.468
N 0.190 -1.095 -0.193
H -2.037 1.250 -0.395
H -2.555 0.421 1.126
H -2.173 -0.583 -0.291
H -0.090 -0.167 1.494
H 0.287 0.895 0.137
H 1.251 -0.968 -0.143
H 0.170 -0.930 -1.228
*
```

E_HOMO ... -0.1007 Ha
Orbital gap ... 6.59 eV
Energy ... -14529.436 eV
Relative energy (zero: lowest compared OMol25 entry of this formula, charge and spin) ... 15.16 kcal per mole

***

# 3
C4H5NO as an isolated structure in a non-equilibrium geometry. Source: OMol25; level of theory: ωB97M-V/def2-TZVPD.

The geometry in ORCA input format:
```
! RIJCOSX wB97M-V def2-TZVPD def2/J DEFGRID3
* xyz 0 1
N -0.729 0.490 1.499
C -1.617 1.259 1.646
C 0.194 0.360 0.425
C 0.708 -1.014 0.132
O 0.533 -0.827 -1.274
C -0.313 0.313 -1.050
H 0.923 1.155 0.542
H -0.006 -1.728 0.551
H 1.721 -1.214 0.469
H -1.379 0.079 -1.202
H -0.036 1.127 -1.738
*
```

E_HOMO ... -0.3781 Ha
Orbital gap ... 10.96 eV
Energy ... -7763.531 eV
Relative energy (zero: lowest compared OMol25 entry of this formula, charge and spin) ... 69.07 kcal per mole

***

# 4
A 2-piece molecular cluster, C2H3BrClNO overall in a non-equilibrium geometry. Source: OMol25; level of theory: ωB97M-V/def2-TZVPD.

The geometry in ORCA input format:
```
! RIJCOSX wB97M-V def2-TZVPD def2/J DEFGRID3
* xyz 0 1
C 1.291 0.668 0.136
C -0.703 -1.354 -0.683
N 0.508 1.226 0.946
O 2.199 0.495 -0.530
Cl -1.090 -0.630 -2.290
Br -1.879 -0.866 0.754
H -0.636 -2.479 -0.875
H -0.539 1.051 0.944
H 0.849 1.888 1.597
*
```

E_HOMO (spin up / spin down) ... -0.2489 / -0.2741 Ha
Orbital gap (spin up / spin down) ... 6.19 / 7.29 eV
Energy ... -88221.374 eV
Relative energy (zero: lowest compared OMol25 entry of this formula, charge and spin) ... 85.59 kcal per mole